The following is a DFT calculation (wB97M-V/def2-TZVPD) of C42H56CaF6N5O22S2 as an isolated structure in a non-equilibrium geometry.

The calculation puts the orbital gap at 6.01 eV. Its net charge is +1. The value obtained for the energy above the lowest of the compared OMol25 structures with the same formula, charge and spin is 0.0 kcal/mol.

Each line ends with the Mulliken charge.
Element x y z (Å)
1 Ca -1.408 1.611 -2.439  2.01
2 C -2.065 -0.159 1.480  0.02
3 F -3.145 0.467 0.992  -0.28
4 F -1.337 0.627 2.229  -0.04
5 F -2.424 -1.216 2.184  -0.06
6 S -1.116 -0.821 -0.031  0.15
7 O -0.137 -1.780 0.481  0.32
8 O -2.087 -1.396 -0.935  -0.58
9 N -0.471 0.635 -0.691  0.49
10 S 0.957 0.953 0.026  -0.26
11 O 1.220 2.377 -0.134  -0.51
12 O 1.186 0.480 1.359  -0.22
13 C 2.211 0.022 -1.130  0.33
14 F 1.941 0.147 -2.434  -0.19
15 F 3.448 0.462 -0.952  -0.11
16 F 2.138 -1.281 -0.886  -0.06
17 C 3.419 3.481 -6.427  -1.52
18 C 3.011 3.967 -5.011  0.74
19 C 1.739 4.726 -5.255  -0.85
20 O 0.824 4.233 -4.282  -0.38
21 C 1.346 3.167 -3.720  0.29
22 O 0.734 2.485 -2.923  -0.01
23 O 2.559 2.866 -4.229  -0.15
24 H 4.116 2.643 -6.468  0.33
25 H 3.682 4.235 -7.169  0.39
26 H 2.551 3.048 -6.936  0.38
27 H 3.653 4.681 -4.498  0.28
28 H 1.227 4.666 -6.218  0.34
29 H 1.894 5.803 -5.155  0.36
30 C 3.149 3.167 2.933  -1.32
31 C 4.562 3.636 3.152  1.00
32 C 4.817 4.913 3.980  -0.39
33 O 6.002 4.662 4.692  -0.32
34 C 6.362 3.386 4.531  0.58
35 O 7.289 2.851 5.063  -0.56
36 O 5.463 2.693 3.805  -0.44
37 H 2.467 3.352 3.771  0.48
38 H 3.104 2.104 2.698  0.21
39 H 2.615 3.732 2.165  0.38
40 H 5.014 3.688 2.160  -0.29
41 H 3.896 5.129 4.522  0.29
42 H 4.999 5.683 3.229  0.34
43 C 6.004 1.501 -0.081  -1.37
44 C 5.797 2.800 -0.922  0.26
45 C 4.923 2.779 -2.195  -0.02
46 O 3.992 3.854 -1.951  -0.27
47 C 4.092 4.325 -0.712  0.58
48 O 3.359 5.099 -0.192  -0.56
49 O 5.122 3.686 -0.082  -0.26
50 H 6.571 1.804 0.802  0.40
51 H 6.510 0.706 -0.623  0.43
52 H 5.097 1.171 0.424  0.15
53 H 6.829 3.071 -1.163  0.28
54 H 4.357 1.856 -2.229  -0.08
55 H 5.567 2.877 -3.066  0.44
56 C -4.067 -4.478 0.100  -1.63
57 C -2.776 -4.739 -0.613  1.50
58 C -1.842 -5.735 0.052  0.37
59 O -1.515 -6.657 -0.993  -0.36
60 C -2.279 -6.454 -2.053  0.61
61 O -2.288 -7.114 -3.052  -0.58
62 O -3.057 -5.356 -1.905  -0.46
63 H -4.718 -5.337 0.268  0.42
64 H -4.691 -3.785 -0.470  0.35
65 H -3.969 -3.997 1.076  0.35
66 H -2.217 -3.853 -0.921  -0.39
67 H -2.284 -6.327 0.853  0.23
68 H -0.932 -5.255 0.409  -0.32
69 C -0.344 -4.377 -4.060  -1.04
70 C 0.517 -3.203 -4.516  0.58
71 C 0.069 -2.550 -5.822  -0.66
72 O -0.546 -1.339 -5.411  -0.37
73 C -0.428 -1.180 -4.091  0.02
74 O -1.051 -0.367 -3.461  -0.15
75 O 0.290 -2.179 -3.557  -0.13
76 H -1.314 -4.129 -3.622  0.32
77 H 0.142 -4.765 -3.158  -0.18
78 H -0.417 -5.167 -4.805  0.51
79 H 1.566 -3.492 -4.522  0.42
80 H -0.603 -3.161 -6.422  0.32
81 H 0.931 -2.354 -6.462  0.34
82 C -7.076 3.003 -0.062  -1.52
83 C -6.483 1.574 -0.155  0.37
84 C -6.994 0.920 -1.430  -0.48
85 O -5.827 0.377 -2.073  -0.30
86 C -4.743 0.936 -1.476  -0.01
87 O -3.610 0.839 -1.866  -0.29
88 O -5.109 1.728 -0.473  -0.11
89 H -8.163 2.993 -0.031  0.39
90 H -6.729 3.640 -0.879  0.40
91 H -6.658 3.573 0.771  0.35
92 H -6.611 1.023 0.775  0.37
93 H -7.397 1.679 -2.097  0.31
94 H -7.718 0.156 -1.156  0.36
95 N 2.162 -6.092 -1.285  0.27
96 C 2.330 -5.112 -0.370  -0.57
97 C 3.228 -5.587 0.621  -0.98
98 C 3.636 -6.868 0.135  -0.47
99 C 3.000 -7.142 -1.042  -0.69
100 H 1.630 -6.014 -2.133  0.10
101 H 1.830 -4.157 -0.433  1.12
102 H 3.761 -5.105 1.423  0.46
103 H 4.281 -7.495 0.731  0.43
104 H 3.087 -7.971 -1.723  0.44
105 N 0.494 -4.841 2.501  0.20
106 C 0.481 -3.512 2.786  -0.67
107 C -0.434 -3.327 3.819  -1.03
108 C -0.943 -4.595 4.093  -0.55
109 C -0.342 -5.560 3.283  -0.75
110 H 1.119 -5.203 1.795  0.08
111 H 1.031 -2.851 2.140  0.97
112 H -0.778 -2.413 4.272  0.59
113 H -1.637 -4.787 4.900  0.43
114 H -0.510 -6.618 3.188  0.51
115 N -2.021 3.023 4.029  0.07
116 C -2.694 4.212 4.097  -0.35
117 C -1.765 5.219 3.929  -1.01
118 C -0.490 4.607 3.820  -0.09
119 C -0.691 3.266 3.753  -0.59
120 H -2.432 2.112 4.165  0.30
121 H -3.722 4.303 4.400  0.39
122 H -1.994 6.273 3.937  0.42
123 H 0.414 5.179 3.678  0.47
124 H 0.041 2.499 3.556  0.43
125 N -4.464 0.875 3.385  0.29
126 C -5.320 1.937 3.475  -0.46
127 C -5.735 2.159 4.787  -0.96
128 C -4.927 1.256 5.517  -0.13
129 C -4.166 0.516 4.680  -0.94
130 H -3.980 0.582 2.550  0.31
131 H -5.583 2.530 2.609  0.58
132 H -6.395 2.904 5.192  0.47
133 H -4.811 1.234 6.591  0.39
134 H -3.375 -0.180 4.915  0.43

***

The following is a DFT calculation (wB97M-V/def2-TZVPD) of C19H16Br3N3O6 as an isolated structure in a non-equilibrium geometry.

The calculation puts the orbital gap at 9.04 eV. The value obtained for the energy above the lowest of the compared OMol25 structures with the same formula, charge and spin is 13.6 kcal/mol.

Each line ends with the Mulliken charge.
Element x y z (Å)
1 C -1.320 3.051 2.803  -0.16
2 Br -1.454 3.772 4.613  -0.06
3 Br 0.610 2.932 2.360  0.03
4 Br -2.151 4.397 1.648  -0.06
5 H -1.808 2.090 2.730  0.19
6 C -1.365 1.148 -4.187  -0.51
7 C -0.912 2.024 -3.216  -0.55
8 C -1.231 1.783 -1.888  -0.01
9 C -2.102 0.788 -1.521  -0.01
10 C -2.675 -0.043 -2.504  -0.52
11 C -2.193 0.112 -3.790  -0.29
12 N -2.312 0.462 -0.122  0.94
13 O -1.554 0.954 0.705  -0.31
14 O -3.241 -0.276 0.166  -0.61
15 H -1.090 1.169 -5.232  0.39
16 H -0.236 2.850 -3.394  0.41
17 H -0.892 2.423 -1.081  0.36
18 H -3.371 -0.846 -2.320  0.45
19 H -2.451 -0.706 -4.455  0.36
20 C 3.509 1.293 -0.302  -0.87
21 C 3.954 1.061 -1.589  -0.38
22 C 3.304 0.125 -2.397  -0.62
23 C 2.243 -0.589 -1.891  -0.07
24 C 1.715 -0.314 -0.647  0.10
25 C 2.336 0.664 0.121  -0.50
26 N 1.658 -1.676 -2.672  1.07
27 O 1.006 -2.520 -2.092  -0.57
28 O 1.822 -1.673 -3.881  -0.63
29 H 4.041 1.969 0.353  0.43
30 H 4.793 1.591 -2.019  0.39
31 H 3.687 -0.063 -3.391  0.48
32 H 0.848 -0.801 -0.226  0.72
33 H 1.941 0.735 1.125  0.39
34 C -1.782 -1.105 3.601  -0.13
35 C -0.470 -0.674 3.820  -0.75
36 C 0.532 -1.316 3.131  0.27
37 C 0.282 -2.408 2.306  -0.42
38 C -1.020 -2.885 2.184  -0.22
39 C -2.053 -2.266 2.911  -0.84
40 N 1.372 -2.971 1.514  1.06
41 O 1.092 -3.895 0.781  -0.61
42 O 2.471 -2.477 1.642  -0.58
43 H -2.597 -0.581 4.089  0.40
44 H -0.381 0.211 4.434  0.51
45 H 1.537 -1.001 3.390  0.46
46 H -1.057 -3.844 1.680  0.48
47 H -3.033 -2.674 2.709  0.38

***

The following is a DFT calculation (wB97M-V/def2-TZVPD) of the molecule C4H8FNO in a non-equilibrium geometry.

The calculation puts the orbital gap at 10.77 eV. Its SMILES is CC/C(CF)=N/O. The value obtained for the energy above the lowest of the compared OMol25 structures with the same formula, charge and spin is 42.5 kcal/mol.

Each line ends with the Mulliken charge.
Element x y z (Å)
1 C 0.164 -1.414 -1.616  -1.23
2 C -0.239 -1.031 -0.190  -0.30
3 C 0.035 0.366 0.277  0.36
4 C -0.355 0.756 1.695  -0.26
5 H -0.177 -2.438 -1.721  0.38
6 H -0.229 -0.756 -2.318  0.35
7 H 1.289 -1.386 -1.728  0.26
8 H 0.194 -1.642 0.589  0.33
9 H -1.288 -1.279 0.027  0.36
10 H 0.580 0.800 2.353  0.24
11 H -1.001 1.671 1.787  0.28
12 H 1.029 2.942 -0.757  0.37
13 N 0.604 1.181 -0.474  -0.41
14 O 0.684 2.494 0.011  -0.41
15 F -1.291 -0.262 2.065  -0.32

***

The following is a DFT calculation (wB97M-V/def2-TZVPD) of the molecule C2H4N2 in a non-equilibrium geometry.

The calculation puts the orbital gap (alpha / beta) at 7.23 / 7.54 eV. Its SMILES is N=C=CN. The value obtained for the energy above the lowest of the compared OMol25 structures with the same formula, charge and spin is 82.7 kcal/mol.

Each line ends with the Mulliken charge.
Element x y z (Å)
1 C -0.266 -0.355 -0.309  0.04
2 C 0.818 0.502 -0.100  -0.20
3 N -1.438 0.275 -0.052  -0.38
4 N 2.041 0.469 0.118  -0.53
5 H 2.407 -0.414 0.488  0.22
6 H -2.265 -0.283 0.130  0.23
7 H -0.248 -1.365 -0.702  0.37
8 H -1.048 1.172 0.428  0.26

***

The following is a DFT calculation (wB97M-V/def2-TZVPD) of the molecule C8H10O2 in a non-equilibrium geometry.

The calculation puts the orbital gap at 8.78 eV. Its SMILES is C=CC1=CC(=O)C(C)(C)O1. The value obtained for the energy above the lowest of the compared OMol25 structures with the same formula, charge and spin is 36.5 kcal/mol.

Each line ends with the Mulliken charge.
Element x y z (Å)
1 O 1.312 -2.429 -0.637  -0.63
2 O -0.262 0.622 0.027  -0.41
3 C 0.564 -1.487 -0.399  0.20
4 C -2.544 1.321 1.864  -0.72
5 C -2.121 0.036 1.589  -0.47
6 C -0.642 -1.584 0.358  -0.64
7 C -1.040 -0.313 0.654  0.75
8 C 2.139 0.477 -0.114  -1.52
9 C 0.832 0.242 -2.160  -1.57
10 C 0.825 -0.022 -0.678  1.60
11 H -2.069 2.190 1.443  0.29
12 H -3.295 1.469 2.629  0.27
13 H -2.552 -0.840 2.094  0.27
14 H -1.010 -2.484 0.818  0.40
15 H 2.226 1.573 -0.352  0.35
16 H 3.008 -0.044 -0.524  0.36
17 H 2.142 0.352 0.971  0.36
18 H 0.851 1.320 -2.318  0.40
19 H 1.724 -0.224 -2.621  0.37
20 H -0.087 -0.177 -2.641  0.34

***

The following is a DFT calculation (wB97M-V/def2-TZVPD) of the molecule C3H3NO2S in a non-equilibrium geometry.

The calculation puts the orbital gap (alpha / beta) at 7.17 / 7.56 eV. The value obtained for the energy above the lowest of the compared OMol25 structures with the same formula, charge and spin is 93.2 kcal/mol.

Each line ends with the Mulliken charge.
Element x y z (Å)
1 C -0.923 1.565 0.211  -0.23
2 C -2.486 -0.252 0.056  0.67
3 C 0.293 -0.812 -0.040  -0.10
4 N -2.053 0.866 -0.002  -0.40
5 O -3.142 -1.215 0.030  -0.44
6 O 1.246 -1.752 0.168  -0.45
7 S 0.607 0.822 0.050  -0.07
8 H -0.945 2.608 -0.044  0.36
9 H -0.615 -1.205 -0.456  0.34
10 H 2.069 -1.346 0.467  0.32